The following is a DFT calculation (wB97M-V/def2-TZVPD) of a molecular structure, C13H19AsN3O6P2S2Ta.

Calculated values
- HOMO energy: -15.15 eV
- Total energy: -133175.920 eV
- E_LUMO: -7.26 eV
- Energy above the lowest of the compared OMol25 structures with the same formula, charge and spin: 0.4 kcal per mole
- Charge: +2

Cartesian coordinates (Å):
1 O -2.1537 -0.5601 -2.9867
2 H -1.5844 -3.8287 1.1419
3 C -0.1808 -2.2775 1.6748
4 H 5.0750 1.2337 -0.1078
5 N -3.9357 -0.6789 5.1935
6 N -4.5630 -3.9079 2.8668
7 H -3.1515 1.1858 -0.3058
8 H -1.6076 3.5137 -2.7453
9 H 4.2348 0.8275 1.4043
10 O -0.9691 1.3231 0.9677
11 C -1.5863 1.6432 -1.6452
12 P -1.1965 -0.1672 -1.8209
13 C -2.1075 -1.4833 3.5554
14 H 2.7809 -0.4918 -3.0521
15 H 4.1153 -2.1446 0.6537
16 C 0.0516 -1.1630 2.5171
17 H 3.7030 -2.6120 -1.0114
18 H 5.1484 -1.6238 -0.7023
19 S 1.5370 -0.1930 2.4109
20 O -0.8221 3.6976 -0.1529
21 C 4.1260 -1.8273 -0.3871
22 O 0.8937 1.7184 -0.4913
23 P -0.5347 2.1687 -0.2084
24 H -3.6685 1.3494 -1.8834
25 H 2.7236 1.2233 -2.5897
26 C -1.3895 2.4587 -2.9148
27 C -3.1180 -1.0529 4.4805
28 O 0.2900 -0.3469 -1.9920
29 H 4.2920 0.3801 -2.6793
30 C -1.3951 -2.9883 1.7949
31 H -0.7867 0.1085 4.0530
32 S 0.9044 -2.6391 0.3427
33 H -3.3057 2.6976 -0.9943
34 C 3.2360 0.2772 -2.4338
35 N -3.0309 1.7261 -1.1737
36 H -0.3511 2.3772 -3.2362
37 As 3.0955 -0.2140 -0.5785
38 H -2.0193 2.0842 -3.7227
39 C 4.1007 1.1316 0.3677
40 C -2.3282 -2.6199 2.7273
41 H 3.5721 2.0814 0.3251
42 H -0.4486 4.2374 0.5623
43 H -2.1540 -1.4670 -3.3327
44 C -3.5628 -3.3474 2.8188
45 O -1.5183 -0.7471 -0.4506
46 C -0.9498 -0.7640 3.4358
47 Ta 0.5394 -0.2990 0.3047

Forces on the atoms, in the same order (eV/Å):
0.0 0.0 0.0
0.0 0.0 0.0
0.0 0.0 0.0
0.0 0.0 0.0
0.0 0.0 0.0
0.0 0.0 0.0
0.0 0.0 0.0
0.0 0.0 0.0
0.0 0.0 0.0
0.0 0.0 0.0
0.0 0.0 0.0
0.0 0.0 0.0
0.0 0.0 0.0
0.0 0.0 0.0
0.0 0.0 0.0
0.0 0.1 0.1
0.0 0.0 0.0
0.0 0.0 0.0
0.0 0.0 0.0
0.0 0.0 0.0
0.0 0.0 0.0
-0.1 0.1 0.0
0.1 0.0 0.0
0.0 0.0 0.0
0.0 0.0 0.0
0.0 0.0 0.0
0.0 0.0 0.0
0.0 0.1 0.0
0.0 0.0 0.0
0.0 0.0 0.0
0.0 0.0 0.0
0.0 0.0 0.0
0.0 0.0 0.0
0.0 0.0 0.0
0.0 0.0 0.0
0.0 0.0 0.0
-0.1 0.0 0.0
0.0 0.0 0.0
0.0 0.0 0.0
0.0 0.0 0.0
0.0 0.0 0.0
0.0 0.0 0.0
0.0 0.0 0.0
0.0 0.0 0.0
0.0 0.0 0.0
0.1 0.0 0.0
-0.1 -0.3 -0.1

These are the Löwdin partial charges, in e, on atoms 1 to 8: number 1, O, carries -0.04; number 2, H, carries 0.14; number 3, C, carries -0.68; number 4, H, carries 0.05; number 5, N, carries 0.23; number 6, N, carries 0.23; number 7, H, carries 0.16; number 8, H, carries 0.10

***

The following is a DFT calculation (wB97M-V/def2-TZVPD) of 2 unconnected molecules or ions with the total composition C2H2FNO.

Calculated values
- HOMO energy (spin up / spin down): -10.27 / -9.60 eV
- Total energy: -8356.848 eV
- E_LUMO (spin up / spin down): -0.81 / -0.86 eV
- Energy above the lowest of the compared OMol25 structures with the same formula, charge and spin: 87.0 kcal per mole

Cartesian coordinates (Å):
1 H 0.4533 0.9681 1.7394
2 C 0.1911 0.8291 -1.0284
3 N 0.0488 1.4976 -1.8973
4 H -1.0159 -1.4359 0.9214
5 C 0.1802 -0.1506 0.0255
6 F 1.1891 -0.9845 0.0137
7 O -1.0466 -0.7237 0.2257

Forces on the atoms, in the same order (eV/Å):
-0.2 -1.3 -2.2
0.2 -4.0 4.6
-0.5 3.9 -4.7
0.3 1.1 -0.9
-1.4 1.2 3.1
0.6 -0.5 -0.1
0.9 -0.4 0.2

Per-atom Löwdin charges, elementary charge units: number 1, H, carries 0.16; number 2, C, carries -0.18; number 3, N, carries 0.21; number 4, H, carries 0.15; number 5, C, carries -0.48; number 6, F, carries 0.10; number 7, O, carries 0.04

***

The following is a DFT calculation (wB97M-V/def2-TZVPD) of 2 unconnected molecules or ions with the total composition C10H15ClN.

Calculated values
- HOMO energy: -11.93 eV
- Total energy: -24616.973 eV
- E_LUMO: -3.99 eV
- Energy above the lowest of the compared OMol25 structures with the same formula, charge and spin: 38.5 kcal per mole
- Charge: +1

Cartesian coordinates (Å):
1 H -0.2943 0.5531 1.7188
2 C -2.7890 -0.3753 1.3774
3 H 2.5372 -0.6925 1.6762
4 H 3.1640 -2.0859 0.5873
5 C -3.9079 0.2911 -1.1169
6 H 3.2259 -1.4354 -1.7469
7 C -1.9563 0.0818 0.3178
8 H 2.4073 1.5325 1.0071
9 H 4.9120 -0.8759 -1.3976
10 C -2.4796 0.2798 -0.9688
11 C -4.6902 -0.0467 -0.0331
12 C 3.8904 -0.6318 -1.3687
13 H -0.1097 1.0834 -0.0559
14 Cl 0.4300 -1.3322 0.3417
15 H -5.6390 -0.5052 -0.2313
16 H 3.8542 1.9873 -0.0360
17 H 2.2552 1.5121 -0.8106
18 C 2.9981 1.2954 0.0478
19 C 2.9399 -1.0081 0.7202
20 H -4.9328 -0.4455 1.9742
21 N 3.3990 -0.1230 -0.0722
22 H -1.8777 0.5979 -1.8123
23 H -2.2653 -0.5275 2.2843
24 H -4.3203 0.7338 -1.9832
25 C -0.5169 0.2825 0.5754
26 C -4.2072 -0.4044 1.1796
27 H 3.9730 0.2588 -2.1743

Forces on the atoms, in the same order (eV/Å):
-0.6 -0.6 -2.6
-1.1 1.5 -1.7
0.1 -0.1 -0.1
-0.3 0.9 -0.2
3.1 0.2 0.9
0.5 0.6 0.2
-1.0 -1.4 0.0
1.2 -0.8 -1.3
1.3 -0.9 0.8
-2.1 1.1 0.6
-0.6 -1.7 -1.6
-0.8 2.8 -2.9
0.2 -0.7 0.0
-0.6 0.6 -0.4
-1.3 1.2 -0.1
-0.3 -0.6 0.0
1.3 -0.4 1.2
-1.7 1.1 -0.2
0.6 -0.5 1.7
0.2 -0.9 0.4
-0.4 -0.1 -0.9
0.2 0.0 0.1
-0.1 -0.3 1.1
-0.5 -0.3 -1.1
0.8 0.5 2.6
3.1 0.6 1.6
-1.0 -1.9 1.9

These are the Löwdin partial charges, in e, on atoms 1 to 8: number 1, H, carries 0.13; number 2, C, carries 0.00; number 3, H, carries 0.09; number 4, H, carries 0.13; number 5, C, carries -0.04; number 6, H, carries 0.11; number 7, C, carries -0.35; number 8, H, carries 0.12

***

The following is a DFT calculation (wB97M-V/def2-TZVPD) of C3H8N2 in the gas phase.

Calculated values
- HOMO energy: -7.38 eV
- Total energy: -6217.632 eV
- E_LUMO: 0.98 eV
- Energy above the lowest of the compared OMol25 structures with the same formula, charge and spin: 97.2 kcal per mole

Cartesian coordinates (Å):
1 H -0.7010 -0.2842 1.6353
2 H 0.9008 0.7538 -1.6628
3 H 0.4292 -1.6575 -0.9640
4 H -1.0060 1.5879 -0.6134
5 H -2.0723 0.7776 1.2898
6 C 0.7829 0.4488 -0.6026
7 N -0.4401 0.9675 -0.0085
8 H 1.1183 -1.2894 0.6379
9 C -1.3075 0.1451 0.8425
10 N 0.8250 1.4033 0.4008
11 H -1.7787 -0.6474 0.2589
12 H 2.1249 -1.1857 -0.7997
13 C 1.1248 -1.0198 -0.4141

Forces on the atoms, in the same order (eV/Å):
0.0 0.0 -0.1
-0.1 0.0 0.2
0.1 -0.1 -0.1
0.4 -0.2 0.2
0.0 0.0 0.0
0.1 -0.6 -0.7
-1.9 -0.3 -0.8
0.0 0.0 0.1
0.1 -0.1 0.2
1.4 0.9 1.0
0.0 0.0 0.0
0.2 -0.1 -0.1
-0.3 0.3 0.1

These are the Löwdin partial charges, in e, on atoms 1 to 8: number 1, H, carries 0.09; number 2, H, carries 0.13; number 3, H, carries 0.07; number 4, H, carries 0.16; number 5, H, carries 0.09; number 6, C, carries -0.44; number 7, N, carries -0.22; number 8, H, carries 0.07

***

The following is a DFT calculation (wB97M-V/def2-TZVPD) of 2 unconnected molecules or ions with the total composition C2H5ClS.

Calculated values
- HOMO energy: -9.11 eV
- Total energy: -25509.631 eV
- E_LUMO: -0.52 eV
- Energy above the lowest of the compared OMol25 structures with the same formula, charge and spin: 60.6 kcal per mole

Cartesian coordinates (Å):
1 C 3.4756 -0.6283 0.2142
2 H 0.3608 1.3292 -2.0332
3 H 0.5046 -0.0122 -0.9692
4 C 0.3990 0.3197 -2.0248
5 Cl 3.3842 0.8797 -0.5306
6 H -0.3982 -0.1604 -2.4696
7 H 1.2791 -0.0250 -2.6185
8 H 1.3494 -0.0282 0.6930
9 S 2.1814 -0.9347 1.2719

Forces on the atoms, in the same order (eV/Å):
0.5 -0.6 0.9
-0.4 3.2 -0.2
-0.1 0.0 -0.9
2.7 -3.0 1.0
-0.1 0.4 -0.4
-2.1 -0.7 -0.7
-0.4 0.4 0.7
-0.2 0.1 0.8
0.0 0.2 -1.1

These are the Löwdin partial charges, in e, on atoms 1 to 8: number 1, C, carries -1.00; number 2, H, carries -0.02; number 3, H, carries -0.02; number 4, C, carries -0.04; number 5, Cl, carries 0.53; number 6, H, carries -0.01; number 7, H, carries 0.04; number 8, H, carries -0.16

***

The following is a DFT calculation (wB97M-V/def2-TZVPD) of a molecular structure, C29H17ClN5O6SeYb.

Calculated values
- Spin multiplicity: 2
- HOMO energy (spin up / spin down): -8.38 / -8.38 eV
- Total energy: -159486.197 eV
- E_LUMO (spin up / spin down): -1.46 / -1.46 eV
- Energy above the lowest of the compared OMol25 structures with the same formula, charge and spin: 0.0 kcal per mole

Cartesian coordinates (Å):
1 C -0.4266 0.5194 2.7002
2 C -2.6599 1.4680 1.9340
3 H 2.3658 -0.3643 -3.1960
4 C 5.1981 -2.0284 -1.9656
5 C 0.1810 0.7606 5.0338
6 C -0.2714 1.8614 -3.4627
7 H 2.2304 -0.1425 -5.6221
8 H 5.0400 -0.0888 0.7899
9 C 2.9034 -1.8852 -1.1793
10 C -1.8869 1.8319 4.2216
11 C 0.6856 0.9821 -2.8430
12 C -2.1703 -0.4282 1.1577
13 C -1.7040 -1.8233 1.6945
14 N 0.6482 0.9231 -1.5077
15 C -2.7868 2.0811 3.2789
16 H -1.0775 2.5902 -5.3391
17 Se -0.6201 2.1032 -1.0029
18 C 1.5897 -0.4773 3.5641
19 O -0.9401 -2.4480 0.8662
20 H -3.6482 2.7107 3.4677
21 O -5.8235 0.4700 1.1110
22 C -4.4189 -0.2486 -0.6086
23 C -0.3297 1.9528 -4.8892
24 C 1.2995 -0.0273 4.8368
25 C 5.6152 -1.1959 -0.9290
26 O -2.0727 -2.1594 2.7990
27 C -3.0700 -0.5207 -1.0470
28 C -3.4769 0.1568 1.6657
29 O -1.3877 -1.2279 -2.5486
30 H 3.1251 -0.0412 1.7431
31 C -2.6285 -0.8630 -2.5002
32 H -5.2350 -0.3020 -1.3133
33 H -5.8079 0.6123 2.0643
34 H 3.5261 -3.0130 -2.8780
35 H -0.0532 1.1495 6.0171
36 C 3.8695 -2.3661 -2.0817
37 C 2.5189 -0.5144 0.9680
38 H 1.9390 -0.2975 5.6656
39 C -0.6887 1.0186 3.9847
40 H -3.7511 -0.3299 2.6063
41 N -2.0672 -0.4591 -0.2645
42 H -1.9997 2.2570 5.2118
43 H 0.5189 1.2849 -6.7023
44 Yb -0.0561 -1.2515 -0.7511
45 H -2.8293 2.2020 1.1369
46 H 2.4435 -1.1240 3.4136
47 Cl 7.2958 -0.7749 -0.7820
48 O -3.4313 -0.7620 -3.4006
49 H 5.9250 -2.4073 -2.6717
50 C -4.5978 0.1218 0.6744
51 C 1.6194 0.2688 -3.6539
52 N 1.2411 -0.5470 1.1546
53 N -1.0442 2.5594 -2.6501
54 O 1.6497 -2.2154 -1.3468
55 C 1.5335 0.3992 -4.9957
56 C 0.7934 -0.1472 2.4635
57 C 3.3362 -1.0425 -0.1208
58 C 4.7028 -0.7218 -0.0214
59 C 0.5480 1.2334 -5.6223
60 N -1.3818 0.7274 1.6721

Forces on the atoms, in the same order (eV/Å):
0.0 0.0 0.0
0.0 0.0 -0.1
0.0 0.0 0.0
0.0 0.0 0.0
0.0 0.0 0.0
0.1 0.1 -0.3
0.0 0.0 0.0
0.0 0.0 0.0
-0.1 0.0 0.1
0.0 0.0 0.0
0.3 0.0 0.1
-0.1 -0.1 0.1
-0.1 -0.1 -0.1
-0.4 0.6 -0.3
0.0 0.0 0.0
0.0 0.0 0.0
0.0 0.3 -0.1
0.0 0.0 0.0
0.0 0.1 0.2
0.0 0.0 0.0
0.0 0.0 0.0
0.0 0.0 0.0
-0.1 0.0 0.0
0.0 0.0 0.0
0.0 0.0 0.1
0.0 0.0 0.0
0.0 0.2 -0.1
0.0 0.1 0.1
-0.1 0.1 0.0
0.0 0.0 0.0
-0.1 0.1 0.2
0.0 0.0 0.0
0.0 0.0 0.0
0.0 0.0 0.0
0.0 0.0 0.0
0.1 0.0 0.0
0.0 0.0 0.0
0.0 0.0 0.0
0.0 0.0 0.0
0.0 0.0 0.0
-0.4 -0.1 0.6
0.0 0.0 0.0
0.0 0.0 0.0
-0.2 -0.8 -0.3
0.0 0.0 0.0
0.0 0.0 0.0
0.0 0.0 0.0
0.0 0.0 0.0
0.0 0.0 0.0
0.0 0.0 0.0
-0.1 -0.1 0.1
0.0 0.1 0.0
0.3 -0.1 0.3
1.0 -0.4 -0.2
0.0 0.0 -0.2
0.0 0.0 -0.1
-0.1 0.1 0.1
0.0 0.0 0.0
0.0 0.0 0.0
0.0 0.0 0.0

These are the Löwdin partial charges, in e, on atoms 1 to 8: number 1, C, carries -0.10; number 2, C, carries -0.19; number 3, H, carries 0.10; number 4, C, carries -0.09; number 5, C, carries -0.03; number 6, C, carries -0.38; number 7, H, carries 0.11; number 8, H, carries 0.11